{"formula": "C21H53B2CaF8N6O6", "method": "ωB97M-V/def2-TZVPD", "total_energy_ha": -3137.73739, "relative_energy_kj_mol": 0.00, "gap_ev": 9.96, "total_charge": 3, "e_homo_ev": -17.020, "elements": ["Ca", "N", "O", "O", "O", "C", "C", "N", "C", "C", "N", "C", "C", "H", "H", "H", "H", "H", "H", "H", "H", "H", "H", "H", "C", "N", "C", "C", "C", "C", "O", "H", "H", "H", "H", "H", "H", "H", "H", "H", "H", "H", "H", "H", "H", "C", "N", "C", "C", "C", "C", "O", "H", "H", "H", "H", "H", "H", "H", "H", "H", "H", "H", "H", "H", "H", "C", "N", "C", "C", "C", "C", "O", "H", "H", "H", "H", "H", "H", "H", "H", "H", "H", "H", "H", "H", "H", "B", "F", "F", "F", "F", "B", "F", "F", "F", "F"], "positions_angstrom": [[1.70, -3.32, 10.78], [0.66, 0.04, 11.09], [0.98, -1.05, 10.56], [0.82, 1.09, 10.46], [0.16, 0.05, 12.24], [0.26, -1.63, 15.56], [-1.19, -1.21, 15.36], [-1.82, -0.75, 16.61], [-2.29, -1.56, 17.61], [-2.55, -0.80, 18.69], [-2.24, 0.49, 18.35], [-1.78, 0.50, 17.09], [-2.40, 1.66, 19.20], [0.68, -1.74, 14.56], [0.34, -2.52, 16.18], [0.83, -0.85, 16.07], [-1.79, -2.08, 15.09], [-1.32, -0.44, 14.60], [-2.25, -2.63, 17.46], [-2.96, -1.05, 19.66], [-1.34, 1.36, 16.60], [-2.24, 1.36, 20.24], [-3.45, 1.97, 19.18], [-1.77, 2.49, 18.90], [0.72, 3.61, 13.36], [2.16, 3.69, 12.91], [2.12, 3.82, 11.42], [2.80, 4.90, 13.53], [2.88, 2.38, 13.22], [3.19, 2.15, 14.68], [2.00, 1.78, 15.37], [0.29, 2.65, 13.09], [0.22, 4.46, 12.91], [0.72, 3.74, 14.44], [3.10, 4.06, 11.01], [1.49, 4.67, 11.17], [1.81, 2.88, 10.97], [2.94, 4.73, 14.58], [2.25, 5.77, 13.18], [3.80, 4.97, 13.09], [3.83, 2.40, 12.68], [2.20, 1.63, 12.82], [3.80, 2.97, 15.07], [3.86, 1.29, 14.71], [2.19, 1.68, 16.31], [1.36, 0.32, 7.20], [2.78, 0.67, 6.84], [3.59, 0.83, 8.10], [3.32, -0.53, 6.08], [2.84, 1.87, 5.95], [1.99, 3.08, 6.35], [2.09, 3.45, 7.71], [0.84, 0.09, 6.26], [0.88, 1.14, 7.72], [1.47, -0.61, 7.74], [3.54, -0.14, 8.59], [3.14, 1.55, 8.77], [4.61, 1.03, 7.80], [4.20, -0.25, 5.51], [2.55, -0.88, 5.41], [3.61, -1.26, 6.83], [2.52, 1.62, 4.94], [3.91, 2.11, 5.88], [0.94, 2.95, 6.10], [2.32, 3.88, 5.68], [2.87, 4.00, 7.84], [-4.64, -1.21, 8.47], [-3.80, -1.09, 9.73], [-4.01, -2.39, 10.48], [-2.37, -0.94, 9.31], [-4.35, 0.05, 10.55], [-3.58, 0.36, 11.83], [-2.43, 1.13, 11.53], [-5.66, -1.51, 8.69], [-4.08, -1.75, 7.72], [-4.80, -0.18, 8.13], [-4.99, -2.36, 10.95], [-3.25, -2.44, 11.25], [-3.91, -3.22, 9.79], [-1.82, -1.03, 10.24], [-2.23, -0.04, 8.73], [-2.14, -1.84, 8.75], [-5.39, -0.22, 10.76], [-4.34, 0.92, 9.90], [-3.35, -0.53, 12.42], [-4.21, 1.04, 12.41], [-1.56, 0.74, 11.74], [4.09, -2.00, 11.80], [2.79, -2.21, 12.38], [3.93, -2.25, 10.42], [4.52, -0.71, 12.04], [4.92, -2.94, 12.37], [1.38, -3.71, 7.99], [1.98, -4.23, 6.88], [2.22, -2.78, 8.61], [0.15, -3.08, 7.69], [1.09, -4.72, 8.95]]}

***

{"formula": "C21H53BF2N4O10Si2", "method": "ωB97M-V/def2-TZVPD", "total_energy_ha": -2606.92354, "gap_ev": 8.61, "e_homo_ev": -8.951, "elements": ["C", "C", "F", "C", "Si", "F", "C", "O", "N", "O", "O", "Si", "N", "C", "C", "C", "C", "C", "N", "B", "N", "O", "H", "H", "H", "H", "H", "H", "H", "H", "H", "H", "H", "H", "H", "H", "H", "H", "H", "H", "H", "H", "H", "H", "H", "H", "H", "C", "O", "C", "C", "O", "C", "C", "O", "C", "H", "H", "H", "H", "H", "H", "H", "H", "H", "H", "H", "H", "H", "H", "C", "O", "C", "C", "O", "C", "C", "O", "C", "H", "H", "H", "H", "H", "H", "H", "H", "H", "H", "H", "H", "H", "H"], "positions_angstrom": [[2.52, -4.77, 0.06], [0.96, -4.62, -0.01], [0.45, -4.97, 1.24], [0.51, -3.15, -0.30], [0.64, -2.73, -2.17], [-0.89, -2.93, -2.78], [0.99, -0.83, -2.21], [0.47, -0.16, -3.37], [-0.90, 0.03, -3.27], [-1.16, 1.17, -3.19], [1.87, -3.69, -2.78], [1.75, -4.32, -4.38], [0.13, -4.76, -4.96], [2.56, -3.26, -5.75], [3.10, -1.85, -5.30], [4.61, -1.84, -4.87], [4.76, -2.38, -3.41], [6.08, -1.87, -2.71], [5.74, -0.76, -1.78], [2.76, -6.03, -4.34], [2.18, -7.17, -3.54], [3.99, -6.23, -5.01], [2.88, -4.78, 1.10], [2.99, -3.92, -0.48], [2.78, -5.71, -0.47], [0.57, -5.33, -0.77], [-0.51, -2.97, 0.10], [1.21, -2.48, 0.26], [0.64, -0.35, -1.27], [2.10, -0.74, -2.18], [-0.38, -5.16, -4.17], [-0.34, -3.89, -5.20], [3.44, -3.82, -6.16], [1.84, -3.18, -6.59], [3.00, -1.17, -6.18], [2.49, -1.40, -4.50], [5.26, -2.36, -5.60], [4.92, -0.77, -4.84], [3.90, -1.99, -2.83], [4.72, -3.49, -3.35], [6.48, -2.70, -2.10], [6.83, -1.52, -3.45], [5.14, -0.11, -2.28], [5.20, -1.19, -1.04], [1.24, -7.36, -3.89], [2.11, -6.85, -2.57], [4.58, -6.63, -4.37], [0.23, 1.26, 6.65], [0.51, 1.65, 5.33], [1.79, 1.27, 4.87], [1.75, 0.72, 3.45], [1.10, -0.54, 3.31], [-0.31, -0.59, 3.48], [-1.12, 0.16, 2.43], [-1.01, 1.56, 2.60], [-0.93, 2.27, 1.38], [0.72, 1.93, 7.36], [-0.85, 1.32, 6.80], [0.54, 0.22, 6.84], [2.24, 0.51, 5.54], [2.43, 2.16, 4.89], [2.78, 0.55, 3.14], [1.34, 1.45, 2.76], [-0.59, -0.28, 4.48], [-0.57, -1.65, 3.40], [-2.18, -0.11, 2.52], [-0.78, -0.15, 1.43], [-0.22, 1.81, 0.69], [-0.56, 3.28, 1.61], [-1.92, 2.35, 0.92], [-4.73, 2.62, 1.75], [-4.72, 3.79, 2.54], [-3.50, 4.51, 2.49], [-3.74, 6.01, 2.37], [-4.28, 6.43, 1.12], [-5.63, 6.10, 0.82], [-6.68, 6.76, 1.71], [-6.68, 6.19, 3.01], [-6.90, 7.14, 4.04], [-4.18, 1.82, 2.25], [-5.77, 2.31, 1.61], [-4.30, 2.81, 0.76], [-2.88, 4.18, 1.65], [-2.96, 4.31, 3.42], [-2.77, 6.50, 2.44], [-4.33, 6.38, 3.20], [-5.76, 5.02, 0.79], [-5.80, 6.46, -0.20], [-7.67, 6.59, 1.27], [-6.49, 7.83, 1.75], [-6.28, 8.04, 3.89], [-6.60, 6.68, 4.98], [-7.96, 7.42, 4.09]]}

***

{"formula": "C21H53N21O9", "method": "ωB97M-V/def2-TZVPD", "total_energy_ha": -2659.28997, "gap_ev": 7.72, "e_homo_ev": -7.478, "elements": ["C", "O", "N", "N", "H", "H", "H", "H", "C", "O", "N", "N", "H", "H", "H", "H", "C", "O", "N", "N", "H", "H", "H", "H", "C", "O", "N", "N", "H", "H", "H", "H", "C", "O", "N", "N", "H", "H", "H", "H", "C", "O", "N", "N", "H", "H", "H", "H", "C", "O", "N", "N", "H", "H", "H", "H", "C", "O", "N", "N", "H", "H", "H", "H", "C", "O", "N", "N", "H", "H", "H", "H", "C", "C", "C", "C", "N", "H", "H", "H", "H", "H", "H", "H", "N", "C", "C", "C", "C", "H", "H", "H", "H", "H", "N", "C", "C", "C", "C", "H", "H", "H", "H", "H"], "positions_angstrom": [[-3.30, -3.95, 0.87], [-3.86, -3.23, 1.68], [-3.82, -4.48, -0.19], [-2.02, -4.12, 0.78], [-4.81, -4.37, -0.35], [-3.19, -4.94, -0.84], [-1.53, -3.93, 1.64], [-1.61, -4.75, 0.09], [-0.09, 4.39, -2.07], [-1.11, 4.07, -2.61], [1.10, 3.94, -2.34], [-0.01, 5.38, -1.23], [1.92, 4.33, -1.89], [1.18, 3.19, -3.01], [0.89, 5.80, -1.09], [-0.90, 5.79, -0.98], [1.57, -4.94, 1.87], [0.41, -5.30, 1.88], [1.90, -3.84, 1.32], [2.51, -5.71, 2.28], [2.89, -3.62, 1.40], [1.31, -3.24, 0.77], [2.27, -6.58, 2.73], [3.48, -5.40, 2.33], [-1.30, -1.85, 3.62], [-0.94, -1.30, 2.58], [-2.30, -2.68, 3.79], [-0.66, -1.74, 4.76], [-2.53, -2.95, 4.73], [-3.02, -2.85, 3.10], [0.28, -1.37, 4.77], [-1.09, -2.17, 5.56], [2.74, -3.04, -2.56], [3.55, -3.74, -3.15], [1.51, -2.85, -2.85], [2.95, -2.39, -1.44], [1.03, -2.15, -2.31], [1.22, -3.16, -3.77], [3.89, -2.27, -1.07], [2.15, -2.00, -0.96], [-0.37, -0.35, -1.13], [0.72, -0.69, -0.66], [-0.51, 0.51, -2.03], [-1.47, -0.85, -0.65], [0.32, 0.78, -2.53], [-1.45, 0.86, -2.18], [-1.35, -1.68, -0.09], [-2.37, -0.57, -1.02], [-3.75, 1.93, -2.03], [-4.53, 0.99, -1.89], [-2.95, 2.09, -3.05], [-3.66, 2.93, -1.18], [-2.32, 2.88, -3.03], [-2.85, 1.37, -3.74], [-4.37, 2.98, -0.46], [-3.20, 3.80, -1.43], [2.40, -0.54, 3.56], [1.98, -0.50, 4.73], [3.62, -0.40, 3.24], [1.72, -0.68, 2.51], [4.04, -0.63, 2.35], [4.23, -0.04, 3.97], [0.71, -0.69, 2.52], [2.15, -0.34, 1.66], [3.14, 2.93, 0.41], [4.09, 2.99, -0.39], [2.19, 2.00, 0.42], [2.87, 3.88, 1.26], [1.40, 2.10, 1.04], [2.21, 1.18, -0.16], [2.15, 3.66, 1.94], [3.39, 4.72, 1.46], [5.02, 0.42, -4.69], [4.18, 0.37, -5.98], [2.69, -0.12, -5.76], [1.92, 0.84, -4.88], [1.32, 1.51, -4.18], [4.54, 1.02, -3.90], [5.99, 0.81, -4.98], [5.17, -0.60, -4.35], [4.58, -0.27, -6.77], [4.09, 1.38, -6.38], [2.65, -1.07, -5.24], [2.11, -0.17, -6.68], [-0.58, 1.74, 1.96], [-0.65, 2.90, 1.23], [-0.14, 3.93, 1.89], [0.14, 3.43, 3.18], [-0.14, 2.03, 3.17], [-0.72, 0.82, 1.56], [-0.92, 2.85, 0.19], [0.00, 4.91, 1.45], [0.54, 4.00, 4.01], [-0.10, 1.28, 3.94], [-4.82, -0.55, 1.94], [-4.41, 0.54, 1.18], [-5.11, 1.68, 1.56], [-6.08, 1.21, 2.50], [-5.90, -0.14, 2.75], [-4.40, -1.46, 1.97], [-3.63, 0.39, 0.46], [-4.98, 2.67, 1.17], [-6.79, 1.86, 2.99], [-6.39, -0.84, 3.40]]}